1.
This record from the OMol25 dataset describes a structure of composition C12H24F6IO2P2Ti in a non-equilibrium geometry. The level of theory is ωB97M-V/def2-TZVPD.

Its orbital gap (spin up / spin down) is 4.532 / 4.359 eV. The largest force on an atom comes out at 6.25 eV/A. The calculation puts the molar mass at 551.0 g mol⁻¹. Its multiplicity is 1. As for the energy above the lowest of the compared OMol25 structures with the same formula, charge and spin: 22.84 kcal per mole. The electronic energy is -82994.2543 eV. Its HOMO energy (spin up / spin down) is -0.7052 / -0.6991 hartree. The net charge is +3.

Each line ends with the Mulliken charge.
Element x y z (Å)
C: 1.400 0.622 -0.992  -1.36
I: -2.068 0.511 2.055  -0.02
H: 1.590 1.671 -0.727  0.46
H: 1.192 0.568 -2.066  0.51
H: 2.301 0.035 -0.771  0.54
Ti: -0.140 -0.025 0.248  -0.79
P: -1.670 1.041 -1.497  1.23
C: -2.329 -0.151 -2.720  -1.26
C: -3.204 1.820 -0.867  -1.30
H: -3.662 2.475 -1.622  0.45
H: -1.830 2.848 -3.116  0.45
H: -2.954 2.403 0.025  0.44
H: -0.557 3.151 -1.901  0.43
H: -2.834 -0.971 -2.191  0.30
H: -3.913 1.045 -0.557  0.39
C: -1.013 2.386 -2.542  -1.33
H: -3.058 0.340 -3.378  0.45
H: -0.241 2.011 -3.225  0.38
H: -1.523 -0.579 -3.329  0.36
P: 1.671 -0.662 1.920  1.27
C: 2.249 -2.399 1.961  -1.07
C: 3.253 0.224 1.954  -1.25
H: 0.325 0.452 3.579  0.43
H: 1.637 -0.508 4.353  0.43
H: 0.155 -1.310 3.679  0.20
C: 0.884 -0.494 3.556  -1.26
H: 3.070 1.308 1.924  0.39
H: 3.821 -0.032 2.862  0.45
H: 3.076 -2.460 2.677  0.55
H: 2.585 -2.698 0.962  0.38
H: 3.836 -0.051 1.060  0.42
H: 1.447 -3.078 2.273  0.08
C: 0.058 -1.670 -1.291  0.43
O: 0.338 -2.086 -2.371  -0.22
C: -2.577 -3.794 0.252  -0.76
C: -1.506 -4.513 0.920  0.25
O: -0.387 -2.002 -0.138  0.37
C: -1.309 -4.339 2.372  0.73
F: -2.235 -4.977 3.148  -0.19
F: -0.061 -4.736 2.764  -0.23
F: -1.426 -2.991 2.688  -0.11
C: -0.432 -5.190 0.137  0.88
F: -0.116 -6.447 0.572  -0.19
F: -0.787 -5.278 -1.178  -0.22
F: 0.730 -4.443 0.187  -0.08
H: -3.018 -3.069 0.950  0.39
H: -3.340 -4.485 -0.148  0.41
H: -2.169 -3.223 -0.595  0.18



2.
This record from the OMol25 dataset describes a structure of composition C12H24FNO5Pb in a non-equilibrium geometry. The level of theory is ωB97M-V/def2-TZVPD.

Its orbital gap is 1.571 eV. The largest force on an atom comes out at 3.23 eV/A. The calculation puts the molar mass at 488.5 g mol⁻¹. Its multiplicity is 1. As for the energy above the lowest of the compared OMol25 structures with the same formula, charge and spin: 156.11 kcal per mole. The electronic energy is -32499.8891 eV. Its HOMO energy is -0.4186 hartree. The net charge is +2.

Each line ends with the Mulliken charge.
Element x y z (Å)
Pb: 1.631 -4.031 -0.992  1.38
O: 7.397 1.587 -1.187  -0.39
H: 6.493 1.264 -1.159  0.46
H: 7.720 1.680 -0.288  0.46
H: 7.442 2.459 -1.587  0.46
F: 3.349 -0.251 -1.655  -0.80
C: -2.688 -2.670 0.597  -0.77
O: -1.447 -2.290 1.237  -0.26
C: -1.554 -1.142 2.034  -0.77
C: -0.697 -1.259 3.279  -0.58
N: 0.675 -1.515 2.993  -0.31
C: 1.448 -2.125 4.162  -0.66
C: 1.308 -1.168 5.414  -0.45
O: 2.327 -1.540 6.417  -0.38
C: 2.014 -2.690 7.233  -0.64
H: -3.496 -2.867 1.301  0.32
H: -2.549 -3.613 0.068  0.24
H: -3.052 -1.965 -0.151  0.32
H: -2.550 -0.940 2.429  0.41
H: -1.258 -0.321 1.381  0.33
H: -1.060 -2.054 3.931  0.40
H: -0.683 -0.264 3.724  0.36
H: 1.139 -0.653 2.744  0.32
H: 2.509 -2.209 3.929  0.33
H: 0.946 -3.019 4.531  0.38
H: 0.288 -1.098 5.793  0.35
H: 1.469 -0.165 5.020  0.36
H: 2.839 -2.968 7.890  0.26
H: 1.876 -3.570 6.605  0.26
H: 1.113 -2.392 7.769  0.29
C: -2.939 1.640 -6.262  -0.33
C: -3.668 2.733 -6.676  -0.57
C: -3.149 4.021 -6.399  0.58
C: -1.871 4.185 -5.854  -0.69
C: -1.221 3.053 -5.441  -0.22
C: -1.762 1.791 -5.585  0.60
O: -1.032 0.760 -5.169  -0.49
O: -3.818 5.185 -6.840  -0.49
H: -3.431 0.717 -6.532  0.36
H: -4.570 2.493 -7.220  0.40
H: -1.422 5.120 -5.552  0.29
H: -0.236 3.113 -5.003  0.25
H: -0.275 1.065 -4.664  0.28
H: -3.558 5.909 -6.266  0.31



3.
This record from the OMol25 dataset describes a structure of composition C12H24InN7P in a non-equilibrium geometry. The level of theory is ωB97M-V/def2-TZVPD.

Its orbital gap is 5.214 eV. The largest force on an atom comes out at 3.96 eV/A. The calculation puts the molar mass at 412.2 g mol⁻¹. Its multiplicity is 1. The electronic energy is -37720.8561 eV. Its HOMO energy is -0.1159 hartree. The net charge is -1.

Each line ends with the Mulliken charge.
Element x y z (Å)
N: 1.792 -2.893 0.343  -0.60
P: 0.934 -1.521 0.228  0.28
In: -1.571 -2.048 -0.068  0.48
H: 1.133 -3.682 0.237  0.21
H: 1.430 -0.680 -0.806  -0.08
H: 1.112 -0.832 1.455  -0.18
H: -2.315 -2.438 1.508  -0.32
H: -2.335 -0.550 -0.681  -0.32
H: -1.725 -3.357 -1.225  -0.33
C: 1.704 2.999 -0.500  -0.93
C: 0.517 2.177 -0.279  0.35
N: -0.415 1.534 -0.107  -0.29
H: 1.604 3.937 0.033  0.26
H: 2.588 2.476 -0.137  0.30
H: 1.822 3.203 -1.559  0.30
C: -4.814 -1.980 3.716  -0.48
C: -5.237 -2.444 2.401  0.27
N: -5.569 -2.805 1.367  -0.39
H: -5.589 -1.353 4.155  0.30
H: -4.631 -2.832 4.368  0.25
H: -3.896 -1.404 3.624  0.03
C: 5.602 -1.665 -1.841  -0.88
C: 4.557 -1.907 -0.845  0.31
N: 3.691 -2.104 -0.103  -0.35
H: 6.572 -1.945 -1.433  0.26
H: 5.422 -2.245 -2.749  0.24
H: 5.621 -0.607 -2.101  0.23
C: -1.126 -1.673 -4.938  -0.83
C: -0.480 -2.414 -3.861  0.34
N: 0.027 -2.983 -3.007  -0.30
H: -2.200 -1.637 -4.766  0.25
H: -0.737 -0.657 -4.971  0.24
H: -0.932 -2.161 -5.892  0.30
C: -0.102 -0.189 3.849  -0.44
C: -1.178 -0.487 4.789  0.29
N: -2.020 -0.720 5.530  -0.47
H: -0.399 0.626 3.191  0.22
H: 0.794 0.101 4.396  0.36
H: 0.119 -1.065 3.244  0.05
C: -0.445 6.496 -0.968  -0.76
C: 0.913 6.089 -1.313  0.42
N: 1.973 5.754 -1.584  -0.44
H: -0.420 7.429 -0.410  0.27
H: -1.029 6.637 -1.875  0.27
H: -0.916 5.726 -0.358  0.28



4.
This record from the OMol25 dataset describes a cluster of 2 separate species, C12H24N3O3 in total in a non-equilibrium geometry. The level of theory is ωB97M-V/def2-TZVPD.

Its orbital gap is 8.480 eV. The largest force on an atom comes out at 4.09 eV/A. The calculation puts the molar mass at 258.3 g mol⁻¹. Its multiplicity is 1. As for the energy above the lowest of the compared OMol25 structures with the same formula, charge and spin: 58.59 kcal per mole. The electronic energy is -23437.0239 eV. Its HOMO energy is -0.4453 hartree. The net charge is +1.

Each line ends with the Mulliken charge.
Element x y z (Å)
C: 2.289 -1.173 0.174  -1.03
C: 2.207 -0.713 -1.365  -0.04
O: 2.989 -1.702 -2.093  -0.58
C: 0.702 -0.908 -1.910  -0.11
O: 0.334 -2.275 -1.585  -0.28
C: -0.984 -2.418 -1.260  0.15
N: -1.483 -3.638 -1.459  -0.08
C: -2.903 -3.669 -1.013  -0.67
C: -2.868 -2.600 0.170  -0.78
C: -2.052 -1.444 -0.634  0.21
C: -1.636 -0.447 0.541  -0.38
C: -1.895 1.052 0.007  0.03
N: -3.118 1.395 -0.258  -0.68
H: 1.595 -0.587 0.844  0.11
H: 3.350 -1.023 0.561  0.35
H: 2.042 -2.279 0.275  0.35
H: 2.589 0.335 -1.519  0.45
H: 2.992 -2.538 -1.598  0.37
H: 0.750 -0.717 -3.027  0.28
H: 0.090 -0.109 -1.402  0.07
H: -0.933 -4.414 -1.836  0.32
H: -2.966 -4.667 -0.460  0.37
H: -3.724 -3.624 -1.781  0.30
H: -3.829 -2.311 0.678  0.40
H: -2.190 -3.022 0.980  0.39
H: -2.884 -1.044 -1.299  0.37
H: -0.531 -0.515 0.796  -0.02
H: -2.263 -0.615 1.475  0.40
H: -1.042 1.798 -0.123  0.43
H: -3.768 0.611 -0.084  0.26
C: 0.964 2.293 1.148  0.21
O: 1.081 1.740 0.062  -0.67
N: 1.525 3.472 1.494  0.11
C: 1.336 4.062 2.806  -0.92
C: 2.345 4.172 0.520  -0.94
H: 0.365 1.849 1.961  0.27
H: 0.865 5.040 2.693  0.36
H: 2.308 4.179 3.289  0.35
H: 0.702 3.430 3.429  0.30
H: 1.744 4.389 -0.366  0.29
H: 3.180 3.532 0.227  0.30
H: 2.726 5.102 0.940  0.40